Entry 1:
Below is a cluster of 6 separate species, C34H62Cl2N7O7P in total, with properties calculated with ωB97M-V/def2-TZVPD.

SMILES string: CCCN[C@@]1(P(=O)(O)O)[C@H]([C@H](Cl)[C@H](C)Cl)NC(=O)[C@@]1(CCCO)COO.CCCC#N.CCCC#N.CCCC#N.CCCC#N.CCCC#N
HOMO energy: -8.85 eV
E_LUMO: 0.1 eV
max |F|: 1.1 eV/Å

Geometry (Å):
C1 -0.391 -1.782 -4.798
C2 -0.407 -2.101 -3.293
C3 -0.962 -1.004 -2.396
N1 -0.040 0.125 -2.451
C4 -0.330 1.417 -1.817
P1 -1.186 2.460 -3.067
O1 -1.444 3.867 -2.763
O2 -0.303 2.222 -4.396
O3 -2.462 1.588 -3.451
C5 -1.060 1.277 -0.464
C6 -2.562 1.004 -0.321
Cl1 -3.514 2.477 -0.629
C7 -2.845 0.491 1.104
C8 -2.039 -0.757 1.479
Cl2 -4.592 0.144 1.292
N2 -0.683 2.569 0.163
C9 0.660 2.711 0.008
O4 1.404 3.262 0.776
C10 1.059 2.033 -1.311
C11 1.680 3.114 -2.237
C12 3.025 3.719 -1.776
C13 4.233 3.308 -2.641
O5 5.378 2.939 -1.878
C14 2.127 0.968 -1.067
O6 1.630 -0.121 -0.297
O7 2.694 -0.510 0.601
H1 -0.583 -0.726 -5.031
H2 0.608 -1.983 -5.197
H3 -1.092 -2.401 -5.357
H4 0.621 -2.239 -2.960
H5 -0.962 -3.027 -3.136
H6 -0.956 -1.389 -1.370
H7 -1.995 -0.757 -2.674
H8 0.325 0.251 -3.385
H9 0.214 3.027 -4.556
H10 -2.276 0.916 -4.121
H11 -0.522 0.501 0.081
H12 -2.917 0.267 -1.037
H13 -2.666 1.299 1.815
H14 -2.629 -1.423 2.105
H15 -1.693 -1.303 0.600
H16 -1.151 -0.481 2.056
H17 -1.019 2.732 1.105
H18 1.855 2.631 -3.205
H19 0.951 3.917 -2.373
H20 3.258 3.472 -0.741
H21 2.931 4.807 -1.797
H22 3.957 2.488 -3.317
H23 4.555 4.139 -3.273
H24 5.227 2.057 -1.515
H25 2.954 1.418 -0.516
H26 2.510 0.601 -2.029
H27 2.165 -0.727 1.391
C15 4.198 -4.973 -0.622
C16 3.935 -3.475 -0.524
C17 2.675 -3.041 -1.280
C18 2.763 -3.338 -2.712
N3 2.830 -3.553 -3.838
H28 4.368 -5.278 -1.655
H29 5.081 -5.247 -0.045
H30 3.352 -5.546 -0.236
H31 4.792 -2.921 -0.911
H32 3.813 -3.184 0.520
H33 2.501 -1.968 -1.165
H34 1.795 -3.553 -0.885
C19 -7.102 2.384 4.637
C20 -6.226 2.749 5.829
C21 -4.890 3.374 5.409
C22 -4.094 2.464 4.591
N4 -3.468 1.747 3.947
H35 -6.620 1.637 4.004
H36 -8.054 1.972 4.971
H37 -7.313 3.260 4.021
H38 -6.030 1.861 6.432
H39 -6.744 3.463 6.471
H40 -4.293 3.642 6.282
H41 -5.060 4.285 4.831
C23 -0.810 6.089 4.444
C24 -0.054 5.048 5.259
C25 -0.990 4.077 5.990
C26 -1.866 4.764 6.941
N5 -2.563 5.307 7.676
H42 -1.430 6.719 5.084
H43 -0.115 6.738 3.911
H44 -1.456 5.613 3.704
H45 0.591 5.541 5.989
H46 0.592 4.464 4.603
H47 -0.422 3.327 6.543
H48 -1.620 3.548 5.271
C27 2.575 -4.017 5.500
C28 3.107 -2.597 5.647
C29 2.069 -1.532 5.269
C30 1.644 -1.656 3.878
N6 1.302 -1.777 2.788
H49 2.309 -4.236 4.465
H50 3.328 -4.742 5.808
H51 1.688 -4.172 6.117
H52 3.995 -2.466 5.027
H53 3.410 -2.418 6.679
H54 2.475 -0.528 5.403
H55 1.182 -1.618 5.899
C31 -0.481 -7.075 -8.195
C32 -0.362 -5.572 -8.409
C33 0.460 -4.880 -7.315
C34 -0.136 -5.048 -5.992
N7 -0.608 -5.176 -4.955
H56 -0.998 -7.301 -7.262
H57 -1.044 -7.536 -9.007
H58 0.503 -7.546 -8.159
H59 -1.356 -5.123 -8.447
H60 0.115 -5.370 -9.369
H61 0.543 -3.809 -7.508
H62 1.473 -5.286 -7.278

Results of the Löwdin charge analysis, in e, for atoms 1 through 8: -0.097 -0.222 -0.214 0.000 -0.313 0.474 -0.257 -0.133

***

Entry 2:
Below is a cluster of 8 separate species, C34H62F12N2O10 in total, with properties calculated with ωB97M-V/def2-TZVPD.

SMILES string: CCOC(=O)C(F)(F)F.CCOC(=O)C(F)(F)F.CCOC(=O)C(F)(F)F.CCOC(=O)C(F)(F)F.CCN(CC)CC.CCN(CC)CC.CC(C)=O.CC(C)=O
ΔE to the lowest compared entry with this formula, charge and spin: 0.000 eV
HOMO energy: -8.13 eV
E_LUMO: 0.2 eV
max |F|: 5.4 eV/Å

Geometry (Å):
C1 -3.001 0.112 9.308
C2 -4.357 -0.653 9.211
N1 -5.091 -0.319 7.975
C3 -6.540 -0.590 8.073
C4 -7.148 0.201 9.198
C5 -4.519 -0.995 6.848
C6 -4.916 -0.528 5.437
H1 -2.285 -0.269 8.579
H2 -2.620 0.027 10.326
H3 -3.089 1.176 9.089
H4 -4.127 -1.710 9.348
H5 -4.772 -0.275 10.145
H6 -7.012 -0.321 7.128
H7 -6.693 -1.667 8.146
H8 -6.668 1.179 9.229
H9 -8.215 0.385 9.071
H10 -7.007 -0.275 10.168
H11 -4.713 -2.067 6.818
H12 -3.443 -0.826 6.893
H13 -4.860 0.550 5.284
H14 -5.914 -0.823 5.114
H15 -4.212 -0.960 4.726
C7 8.821 4.082 -5.284
C8 7.550 4.735 -4.688
N2 7.134 3.981 -3.461
C9 6.399 2.781 -3.857
C10 6.547 1.561 -2.816
C11 6.546 4.788 -2.416
C12 7.562 5.803 -1.821
H16 8.802 2.998 -5.392
H17 9.680 4.231 -4.628
H18 9.092 4.538 -6.236
H19 7.743 5.794 -4.516
H20 6.752 4.718 -5.429
H21 5.347 2.978 -4.063
H22 6.852 2.442 -4.788
H23 6.056 0.644 -3.140
H24 7.594 1.367 -2.584
H25 6.128 1.954 -1.889
H26 6.257 4.225 -1.529
H27 5.616 5.180 -2.828
H28 8.503 5.328 -1.544
H29 7.165 6.246 -0.907
H30 7.750 6.607 -2.532
C13 2.560 1.022 6.323
C14 2.274 0.963 4.780
O1 2.923 -0.210 4.292
C15 2.357 -1.400 3.901
O2 1.150 -1.529 3.822
C16 3.351 -2.500 3.608
F1 2.980 -3.697 4.044
F2 3.377 -2.579 2.298
F3 4.612 -2.200 3.904
H31 3.602 1.291 6.497
H32 2.379 0.031 6.739
H33 1.968 1.844 6.724
H34 2.706 1.838 4.294
H35 1.205 0.953 4.570
C17 -0.391 -1.381 -6.938
C18 0.388 -2.508 -7.650
O3 0.932 -3.522 -6.826
C19 2.174 -3.392 -6.291
O4 2.852 -2.402 -6.470
C20 2.584 -4.571 -5.418
F4 1.642 -5.539 -5.312
F5 3.707 -5.157 -5.921
F6 2.854 -4.137 -4.221
H36 -1.026 -0.879 -7.668
H37 0.270 -0.696 -6.407
H38 -0.941 -1.928 -6.172
H39 1.170 -2.063 -8.266
H40 -0.327 -2.976 -8.326
C21 -0.093 -10.254 -2.804
C22 -1.240 -9.868 -1.914
O5 -1.094 -8.602 -1.318
C23 -2.125 -8.193 -0.561
O6 -3.148 -8.858 -0.199
C24 -1.978 -6.723 -0.064
F7 -3.179 -6.133 -0.168
F8 -1.524 -6.738 1.241
F9 -1.156 -6.063 -0.853
H41 -0.162 -11.279 -3.166
H42 0.856 -10.221 -2.270
H43 0.010 -9.638 -3.698
H44 -1.274 -10.573 -1.084
H45 -2.167 -9.855 -2.487
C25 -8.474 2.578 -4.747
C26 -7.061 2.566 -4.190
O7 -6.808 1.392 -3.386
C27 -6.673 0.112 -3.927
O8 -6.711 -0.083 -5.131
C28 -6.355 -1.074 -2.911
F10 -7.252 -2.006 -3.067
F11 -5.187 -1.588 -3.327
F12 -6.227 -0.647 -1.655
H46 -8.693 3.464 -5.343
H47 -9.125 2.480 -3.878
H48 -8.582 1.655 -5.316
H49 -6.919 3.506 -3.658
H50 -6.265 2.622 -4.933
C29 -0.872 1.189 -0.051
C30 0.497 1.093 -0.663
O9 1.357 1.978 -0.380
C31 0.825 -0.015 -1.638
H51 -0.812 2.099 0.547
H52 -0.947 0.366 0.660
H53 -1.769 1.136 -0.668
H54 0.875 -1.038 -1.267
H55 1.828 0.058 -2.060
H56 0.033 -0.052 -2.386
C32 2.677 7.147 1.572
C33 1.206 6.893 1.361
O10 0.487 6.556 2.293
C34 0.642 7.004 -0.048
H57 3.090 8.148 1.447
H58 3.289 6.448 1.002
H59 2.720 6.871 2.625
H60 1.332 7.473 -0.749
H61 -0.240 7.644 -0.057
H62 0.361 6.012 -0.402

Results of the Löwdin charge analysis, in e, for atoms 1 through 8: -0.095 -0.243 -0.186 -0.256 -0.101 -0.281 -0.092 0.052

***

Entry 3:
Below is a structure of composition C34H63ClN10Os, with properties calculated with ωB97M-V/def2-TZVPD.

ΔE to the lowest compared entry with this formula, charge and spin: 0.000 eV
total charge: +2
HOMO energy: -11.80 eV
E_LUMO: -4.0 eV
max |F|: 0.2 eV/Å

Geometry (Å):
Os1 -0.310 0.523 0.610
C1 -3.094 -1.749 0.860
N1 -3.527 -0.804 1.865
C2 -4.903 -0.342 1.748
C3 -2.653 -0.266 2.755
N2 -1.377 -0.147 2.457
C4 -0.439 -0.153 3.580
C5 0.924 -0.579 3.070
N3 1.352 0.177 1.857
C6 2.486 -0.523 1.190
C7 2.250 -1.954 0.709
N4 1.549 -2.122 -0.568
C8 2.108 -2.848 -1.567
N5 2.949 -3.857 -1.300
C9 4.049 -4.193 -2.204
C10 2.818 -4.737 -0.144
N6 1.803 -2.582 -2.839
C11 1.572 -1.232 -3.336
C12 1.667 -3.647 -3.829
C13 1.842 1.552 2.212
C14 0.721 2.561 2.449
N7 -0.254 2.402 1.379
C15 -0.885 3.371 0.779
N8 -0.648 4.695 0.950
C16 -1.723 5.676 0.879
C17 0.701 5.243 0.982
N9 -1.883 3.028 -0.112
C18 -2.319 1.653 -0.111
C19 -1.820 3.623 -1.451
N10 -3.169 0.111 3.960
C20 -2.777 1.356 4.599
C21 -4.218 -0.641 4.634
H1 -2.872 -1.268 -0.098
H2 -3.884 -2.485 0.698
H3 -2.201 -2.265 1.204
H4 -5.109 -0.085 0.706
H5 -5.055 0.547 2.355
H6 -5.616 -1.109 2.056
H7 -0.752 -0.868 4.347
H8 -0.365 0.809 4.083
H9 0.853 -1.628 2.797
H10 1.685 -0.483 3.851
H11 3.320 -0.565 1.901
H12 2.781 0.093 0.341
H13 1.770 -2.565 1.475
H14 3.246 -2.368 0.572
H15 4.225 -3.377 -2.898
H16 3.848 -5.110 -2.759
H17 4.948 -4.342 -1.605
H18 1.888 -4.543 0.377
H19 3.658 -4.618 0.542
H20 2.804 -5.770 -0.495
H21 1.814 -0.490 -2.579
H22 0.534 -1.103 -3.649
H23 2.211 -1.075 -4.207
H24 1.611 -4.614 -3.336
H25 2.492 -3.644 -4.542
H26 0.736 -3.485 -4.372
H27 2.414 1.894 1.350
H28 2.505 1.495 3.080
H29 1.179 3.546 2.469
H30 0.239 2.429 3.417
H31 -2.688 5.180 0.945
H32 -1.681 6.254 -0.048
H33 -1.625 6.368 1.715
H34 1.409 4.516 0.591
H35 1.005 5.566 1.982
H36 0.728 6.117 0.328
H37 -2.751 1.358 0.837
H38 -1.561 0.905 -0.638
H39 -3.101 1.549 -0.866
H40 -1.200 3.004 -2.107
H41 -1.378 4.614 -1.405
H42 -2.826 3.710 -1.860
H43 -2.240 1.982 3.888
H44 -2.158 1.195 5.485
H45 -3.677 1.891 4.908
H46 -5.173 -0.111 4.624
H47 -3.929 -0.802 5.674
H48 -4.344 -1.611 4.160
Cl1 -3.490 -6.111 -2.577
C22 -2.450 -4.846 -2.040
C23 -2.409 -3.647 -2.735
C24 -1.565 -2.636 -2.300
C25 -0.765 -2.809 -1.178
C26 0.143 -1.695 -0.716
C27 -0.834 -4.014 -0.484
C28 -1.666 -5.035 -0.908
H49 -3.031 -3.512 -3.610
H50 -1.538 -1.697 -2.843
H51 -0.213 -1.425 0.329
H52 0.073 -0.856 -1.404
H53 -0.248 -4.156 0.418
H54 -1.723 -5.970 -0.367
C29 2.672 4.025 -2.141
C30 2.487 2.570 -2.594
C31 1.858 2.557 -3.993
C32 3.857 1.881 -2.639
C33 1.602 1.871 -1.638
C34 0.857 1.312 -0.851
H55 3.312 4.563 -2.843
H56 3.141 4.064 -1.156
H57 1.710 4.538 -2.092
H58 2.501 3.077 -4.705
H59 0.885 3.051 -3.985
H60 1.716 1.535 -4.350
H61 4.519 2.397 -3.336
H62 3.763 0.843 -2.968
H63 4.328 1.887 -1.654

Results of the Löwdin charge analysis, in e, for atoms 1 through 8: 1.048 -0.046 -0.150 -0.039 -0.410 -0.036 -0.200 -0.142

***

Entry 4:
Below is a cluster of 4 separate species, C34H65ClFN8O6P2S in total, with properties calculated with ωB97M-V/def2-TZVPD.

ΔE to the lowest compared entry with this formula, charge and spin: 2.887 eV
total charge: +1
HOMO energy: -7.40 eV
E_LUMO: -3.0 eV
max |F|: 4.1 eV/Å

Geometry (Å):
C1 2.614 4.720 1.530
C2 2.533 4.332 0.149
C3 3.130 3.024 -0.483
C4 2.034 1.930 -0.750
P1 0.567 3.096 -0.747
C5 0.021 3.887 -2.316
C6 0.696 5.271 -2.697
C7 -0.945 2.610 0.203
C8 -1.413 3.885 1.048
C9 1.958 0.922 0.475
Cl1 1.624 1.741 2.075
N1 3.274 0.344 0.667
C10 3.904 -0.385 -0.421
C11 5.461 -0.386 0.002
C12 5.787 -1.215 1.308
C13 6.980 -0.598 2.140
O1 6.858 0.333 2.879
O2 8.218 -1.201 2.030
P2 3.426 -2.217 -0.228
S1 2.423 -2.609 1.414
C14 3.663 0.277 -1.867
N2 3.809 -0.699 -2.965
C15 4.959 1.132 -2.280
N3 4.897 1.820 -3.589
N4 2.322 1.042 -1.932
F1 2.255 1.888 -3.037
C16 1.278 0.022 -2.288
C17 -0.233 0.271 -2.034
C18 -1.029 -0.914 -2.774
N5 -1.914 -1.660 -1.885
C19 -3.306 -1.762 -2.368
C20 -4.323 -0.895 -1.566
C21 -4.488 0.546 -1.786
C22 -5.475 1.305 -1.038
C23 -6.336 0.642 -0.063
C24 -6.151 -0.785 0.161
C25 -5.161 -1.558 -0.578
O3 -5.048 -2.928 -0.322
H1 3.491 5.238 1.970
H2 1.708 4.504 2.151
H3 2.103 5.135 -0.523
H4 4.004 2.676 0.109
H5 3.548 3.338 -1.492
H6 -1.083 4.108 -2.226
H7 0.090 3.248 -3.244
H8 1.732 5.181 -3.093
H9 0.645 5.909 -1.770
H10 0.012 5.784 -3.428
H11 -1.781 2.425 -0.534
H12 -0.875 1.688 0.825
H13 -0.540 4.552 1.287
H14 -1.995 3.596 1.954
H15 -2.076 4.500 0.379
H16 1.168 0.135 0.392
H17 3.471 0.022 1.608
H18 5.825 0.658 0.200
H19 6.054 -0.883 -0.816
H20 4.937 -1.399 2.006
H21 6.152 -2.234 0.991
H22 8.248 -1.759 1.233
H23 4.557 -3.102 -0.212
H24 2.617 -2.743 -1.292
H25 3.391 -1.606 -2.803
H26 3.537 -0.297 -3.862
H27 5.814 0.426 -2.456
H28 5.329 1.842 -1.506
H29 5.776 1.737 -4.098
H30 4.739 2.812 -3.412
H31 1.468 -1.004 -1.872
H32 1.325 -0.124 -3.403
H33 -0.472 0.171 -0.950
H34 -0.658 1.211 -2.480
H35 -0.246 -1.635 -3.175
H36 -1.531 -0.496 -3.687
H37 -1.877 -1.353 -0.917
H38 -3.608 -2.841 -2.286
H39 -3.408 -1.511 -3.460
H40 -3.863 1.060 -2.550
H41 -5.634 2.400 -1.186
H42 -7.123 1.162 0.515
H43 -6.813 -1.299 0.891
H44 -4.774 -2.984 0.614
C26 5.428 -0.642 8.266
C27 4.527 -0.639 7.059
O4 3.349 -0.958 7.126
N6 5.067 -0.267 5.866
C28 6.431 0.141 5.586
H45 4.861 -0.959 9.139
H46 6.254 -1.339 8.117
H47 5.813 0.363 8.450
H48 4.407 -0.288 5.104
H49 6.412 1.150 5.174
H50 6.847 -0.537 4.848
H51 7.054 0.129 6.477
C29 -3.464 -5.965 0.638
C30 -2.202 -5.152 0.776
O5 -1.982 -4.170 0.079
N7 -1.297 -5.543 1.712
C31 -1.382 -6.669 2.622
H52 -4.086 -5.534 -0.145
H53 -3.220 -6.992 0.361
H54 -4.025 -5.951 1.574
H55 -0.477 -4.955 1.751
H56 -1.329 -6.293 3.646
H57 -0.531 -7.328 2.441
H58 -2.303 -7.229 2.493
C32 -10.265 -0.635 -1.170
C33 -9.707 0.688 -1.629
O6 -9.109 1.439 -0.871
N8 -9.886 1.031 -2.931
C34 -10.561 0.277 -3.970
H59 -10.046 -0.771 -0.113
H60 -11.348 -0.652 -1.304
H61 -9.803 -1.451 -1.728
H62 -9.488 1.927 -3.170
H63 -9.852 0.085 -4.777
H64 -11.386 0.879 -4.356
H65 -10.949 -0.667 -3.601

Results of the Löwdin charge analysis, in e, for atoms 1 through 8: -0.224 -0.236 -0.175 -0.409 1.119 -0.368 -0.138 -0.383